[1]
{
  "formula": "C33H24BrO7PPtS",
  "method": "the ωB97M-V functional and the def2-TZVPD basis",
  "homo_ev": [-1.52, -1.53],
  "orbital_gap_ev": [5.387, 5.399],
  "e_tot_ev": -142359.0338,
  "e_above_lowest_ev": 1.146,
  "s_squared": 2.0062,
  "total_charge": -2,
  "spin_multiplicity": 3,
  "species": ["Pt", "O", "C", "O", "C", "O", "O", "O", "P", "C", "C", "C", "C", "C", "C", "C", "C", "C", "C", "C", "C", "C", "C", "C", "C", "C", "C", "H", "H", "H", "H", "H", "H", "H", "H", "H", "H", "H", "H", "H", "H", "H", "S", "C", "C", "C", "C", "C", "C", "H", "H", "H", "H", "H", "Br", "C", "C", "C", "C", "C", "C", "C", "O", "O", "H", "H", "H", "H"],
  "positions_angstrom": [[-0.38, 1.39, -0.74], [3.57, -1.10, 0.55], [2.48, -0.66, 0.29], [1.65, 0.16, 0.61], [1.80, -1.75, -1.31], [1.91, -2.92, -1.01], [1.46, -0.99, -2.17], [-1.62, -0.74, -0.23], [-2.94, -0.75, -0.95], [-4.39, -0.60, 0.12], [-4.51, -1.62, 1.08], [-5.59, -1.63, 1.95], [-6.56, -0.64, 1.87], [-6.43, 0.38, 0.94], [-5.35, 0.41, 0.07], [-2.98, 0.35, -2.39], [-4.12, 0.94, -2.90], [-4.07, 1.71, -4.06], [-2.87, 1.88, -4.72], [-1.72, 1.27, -4.25], [-1.75, 0.51, -3.09], [-3.13, -2.40, -1.68], [-1.97, -3.14, -1.91], [-2.05, -4.37, -2.55], [-3.28, -4.87, -2.96], [-4.44, -4.14, -2.73], [-4.36, -2.91, -2.09], [-3.75, -2.38, 1.14], [-5.66, -2.41, 2.70], [-7.39, -0.65, 2.56], [-7.16, 1.18, 0.91], [-5.20, 1.26, -0.58], [-5.08, 0.82, -2.41], [-4.97, 2.18, -4.43], [-2.83, 2.49, -5.62], [-0.78, 1.40, -4.77], [-0.86, -0.03, -2.78], [-1.01, -2.74, -1.58], [-1.14, -4.94, -2.72], [-3.34, -5.83, -3.45], [-5.40, -4.52, -3.04], [-5.27, -2.34, -1.90], [0.55, 3.29, -1.59], [1.45, 4.16, -0.36], [2.24, 5.25, -0.74], [2.95, 5.99, 0.20], [2.91, 5.65, 1.55], [2.13, 4.56, 1.93], [1.42, 3.82, 1.00], [2.29, 5.52, -1.79], [3.56, 6.83, -0.13], [3.46, 6.22, 2.28], [2.08, 4.27, 2.97], [0.83, 2.97, 1.30], [-4.43, -0.38, 5.82], [-3.17, 0.04, 4.43], [-1.91, -0.53, 4.48], [-1.02, -0.21, 3.47], [-1.39, 0.63, 2.43], [-2.66, 1.19, 2.40], [-3.56, 0.90, 3.42], [-3.13, 2.10, 1.25], [-3.91, 3.01, 1.56], [-2.75, 1.75, 0.10], [-1.64, -1.19, 5.29], [-0.02, -0.64, 3.47], [-0.68, 0.84, 1.63], [-4.54, 1.36, 3.41]]
}

[2]
{
  "formula": "C12H36O12S3Ti",
  "method": "the ωB97M-V functional and the def2-TZVPD basis",
  "homo_ev": [-6.47, -13.29],
  "orbital_gap_ev": [4.293, 10.992],
  "e_tot_ev": -93208.3900,
  "s_squared": 3.7514,
  "total_charge": 1,
  "spin_multiplicity": 4,
  "species": ["Ti", "O", "S", "O", "O", "C", "C", "C", "H", "H", "H", "H", "H", "H", "H", "H", "O", "S", "O", "O", "C", "C", "C", "H", "H", "H", "H", "H", "H", "H", "H", "O", "S", "O", "O", "C", "C", "C", "H", "H", "H", "H", "H", "H", "H", "H", "C", "O", "H", "H", "H", "H", "C", "O", "H", "H", "H", "H", "C", "O", "H", "H", "H", "H"],
  "positions_angstrom": [[-24.88, -19.37, 17.62], [-23.47, -21.03, 16.89], [-22.25, -21.43, 16.22], [-22.31, -22.46, 15.18], [-21.70, -20.06, 15.58], [-20.82, -20.14, 14.54], [-20.30, -18.71, 14.20], [-20.86, -21.77, 17.43], [-21.40, -20.54, 13.71], [-19.97, -20.81, 14.73], [-19.74, -18.71, 13.27], [-19.70, -18.38, 15.04], [-21.12, -18.02, 13.97], [-20.55, -20.82, 17.86], [-20.03, -22.16, 16.84], [-21.12, -22.58, 18.10], [-27.09, -16.44, 20.18], [-26.51, -16.18, 18.86], [-26.21, -17.25, 17.92], [-27.57, -15.12, 18.10], [-28.43, -14.28, 18.83], [-28.78, -13.08, 17.94], [-25.01, -15.07, 18.99], [-28.05, -13.90, 19.78], [-29.32, -14.81, 19.17], [-27.86, -12.62, 17.59], [-29.36, -12.34, 18.49], [-29.40, -13.27, 17.07], [-24.58, -14.81, 18.02], [-24.27, -15.75, 19.42], [-25.21, -14.26, 19.69], [-24.40, -18.03, 15.71], [-24.02, -16.76, 15.03], [-23.08, -15.82, 15.63], [-23.56, -17.21, 13.49], [-22.88, -16.22, 12.71], [-22.79, -16.76, 11.34], [-25.57, -15.84, 14.57], [-21.83, -16.05, 12.94], [-23.26, -15.20, 12.67], [-22.25, -16.04, 10.72], [-23.79, -16.90, 10.91], [-22.26, -17.71, 11.32], [-25.37, -14.92, 14.01], [-26.04, -15.51, 15.49], [-26.31, -16.42, 14.02], [-27.65, -19.49, 16.12], [-26.49, -20.29, 16.18], [-28.39, -20.20, 15.77], [-27.87, -19.15, 17.14], [-27.48, -18.60, 15.51], [-26.27, -20.58, 15.29], [-21.74, -18.06, 18.39], [-23.11, -18.08, 18.69], [-21.21, -18.84, 18.94], [-21.47, -18.16, 17.34], [-21.45, -17.03, 18.58], [-23.20, -18.15, 19.65], [-26.97, -20.10, 20.07], [-25.57, -20.00, 19.82], [-27.33, -21.10, 20.29], [-27.25, -19.43, 20.88], [-27.47, -19.79, 19.15], [-25.11, -19.67, 20.60]]
}

[3]
{
  "formula": "CH4Cl2SSi",
  "method": "the ωB97M-V functional and the def2-TZVPD basis",
  "homo_ev": -8.64,
  "orbital_gap_ev": 8.489,
  "e_tot_ev": -44856.7625,
  "e_above_lowest_ev": 4.081,
  "species": ["C", "Si", "S", "Cl", "Cl", "H", "H", "H", "H"],
  "positions_angstrom": [[-2.82, -0.18, -1.22], [0.76, -0.02, -0.64], [0.44, -0.06, 1.48], [-2.11, -1.63, -0.21], [-1.06, 0.74, -1.56], [-3.24, 0.58, -0.45], [0.63, -1.34, -1.05], [1.83, 0.89, -1.15], [-0.93, -0.28, 1.37]]
}